Entry 1:
Here is a molecular structure, C33H40AsBCdF6INO4P2S2 from the OMol25 dataset. Energies are from ωB97M-V/def2-TZVPD.

Multiplicity   1
Energy   -175294.91854 eV
Largest force on an atom   0.53 eV/A
Net charge   -2

Cartesian coordinates (Å):
Cd1 -0.395484 -0.497224 -1.119133
C1 6.326240 -2.911263 2.386484
C2 6.266462 -2.062874 1.286575
C3 5.039594 -1.640106 0.805500
C4 3.849285 -2.074079 1.393541
C5 3.920926 -2.919514 2.493198
C6 5.151915 -3.329028 2.990045
P1 2.278807 -1.373108 0.754881
C7 1.027268 -2.454130 1.560750
C8 0.524883 -2.054804 2.800933
C9 -0.435766 -2.820288 3.447826
C10 -0.921748 -3.976004 2.857447
C11 -0.434730 -4.376268 1.618971
C12 0.538094 -3.623540 0.979005
C13 2.295606 -2.135085 -0.924352
C14 3.217541 -3.122831 -1.280288
C15 3.168876 -3.719741 -2.532410
C16 2.171876 -3.347560 -3.423282
C17 1.237748 -2.388046 -3.054832
C18 1.268089 -1.742840 -1.814978
H1 7.284771 -3.222976 2.782669
H2 7.178249 -1.714016 0.817174
H3 4.999238 -0.960315 -0.038699
H4 3.013803 -3.235048 2.992196
H5 5.185063 -3.958170 3.869963
H6 0.888754 -1.144188 3.268862
H7 -0.802146 -2.500409 4.414374
H8 -1.681279 -4.564733 3.358284
H9 -0.815944 -5.274952 1.149149
H10 0.907343 -3.933977 0.009090
H11 3.980445 -3.427459 -0.573088
H12 3.897099 -4.475796 -2.804853
H13 2.118237 -3.808054 -4.404531
H14 0.459170 -2.130478 -3.775278
C19 -3.271534 6.586597 -2.417404
C20 -1.833038 6.607680 -1.942188
O1 -1.570703 5.478489 -1.118207
P2 -0.745882 4.193992 -1.659180
S1 -1.056395 2.725891 -0.388524
S2 -1.034481 3.938267 -3.599855
O2 0.750177 4.794466 -1.430832
C21 1.862501 3.899812 -1.518501
C22 2.565868 3.825728 -0.179902
H15 -3.487215 7.476725 -3.015319
H16 -3.952429 6.561725 -1.565580
H17 -3.438172 5.700568 -3.028930
H18 -1.638905 7.487389 -1.321806
H19 -1.149621 6.623014 -2.794958
H20 2.523861 4.274141 -2.305929
H21 1.521483 2.901229 -1.809040
H22 2.861492 4.822213 0.151315
H23 3.457992 3.199886 -0.251696
H24 1.900994 3.391787 0.565824
C23 -4.128121 -0.662528 2.991313
C24 -3.739966 0.091559 1.730930
C25 -3.707861 1.590226 2.004698
O3 -2.404532 -0.306056 1.352469
B1 -2.320370 -0.336218 -0.030308
O4 -3.587529 -0.231393 -0.588703
C26 -4.567267 -0.279613 0.466263
C27 -5.682560 0.695537 0.133508
C28 -5.104603 -1.707421 0.501387
H25 -3.496969 -0.326574 3.813997
H26 -3.984423 -1.735868 2.871942
H27 -5.171389 -0.467516 3.254905
H28 -2.953448 1.782857 2.767394
H29 -4.674866 1.952490 2.364880
H30 -3.420385 2.146440 1.114695
H31 -5.283038 1.689107 -0.057752
H32 -6.406911 0.752060 0.950529
H33 -6.200097 0.357597 -0.765995
H34 -4.304814 -2.413720 0.727818
H35 -5.503442 -1.948882 -0.484949
H36 -5.900607 -1.823868 1.239890
F1 2.756870 0.175739 3.886383
As1 3.222723 -0.275649 5.495491
F2 3.454413 1.396147 5.912653
F3 1.554536 -0.182790 5.992780
F4 3.684848 -0.744588 7.113037
F5 2.980755 -1.959654 5.091396
F6 4.882151 -0.396836 4.986107
I1 -3.113176 -1.486724 -3.911777
C29 -1.574372 -0.248429 -4.617181
C30 -1.542874 0.097344 -5.959376
C31 -0.483833 0.880533 -6.391275
C32 0.475320 1.282859 -5.480870
C33 0.331253 0.893126 -4.160620
N1 -0.673197 0.129601 -3.736183
H37 -2.315260 -0.242466 -6.633106
H38 -0.419270 1.178584 -7.430513
H39 1.299279 1.919695 -5.768028
H40 1.048788 1.194552 -3.408304

Cartesian forces (eV/Å) of the 2 atoms listed first:
Cd -0.37 -0.30 -0.02
C -0.05 -0.02 0.00

=====

Entry 2:
Here is 2 unconnected molecules or ions with the total composition C3H10S in a non-equilibrium geometry from the OMol25 dataset. Energies are from ωB97M-V/def2-TZVPD.

Multiplicity   1
Energy   -14107.82677 eV
SMILES   CCS.C
Largest force on an atom   1.84 eV/A

Cartesian coordinates (Å):
C1 -0.636639 0.146371 -5.529205
H1 -1.604132 0.048624 -6.001476
H2 -0.720247 0.855041 -4.697425
H3 0.085035 0.461541 -6.283635
H4 -0.414656 -0.788506 -5.009291
C2 1.094588 -0.598332 3.398333
C3 -0.318786 -0.028994 3.338834
S1 -0.706466 0.979571 1.832465
H5 1.776316 0.091041 3.884800
H6 1.503819 -0.833511 2.414621
H7 1.050277 -1.481884 4.037180
H8 -1.109895 -0.764335 3.435343
H9 -0.433477 0.811441 4.015146
H10 0.434263 1.101933 1.164309

Cartesian forces (eV/Å) of the 2 atoms listed first:
C -0.26 0.03 0.77
H -0.27 0.00 -0.08

=====

Entry 3:
Here is 2 unconnected molecules or ions with the total composition C3H11N3O in a non-equilibrium geometry from the OMol25 dataset. Energies are from ωB97M-V/def2-TZVPD.

Multiplicity   1
Energy   -9803.29284 eV
SMILES   C/C=N/N.CNO
Largest force on an atom   3.80 eV/A

Cartesian coordinates (Å):
C1 2.216784 0.563440 -0.370555
N1 1.197083 1.003944 0.550503
O1 0.668587 2.280083 0.047404
H1 1.125578 2.944519 0.578629
H2 0.056741 0.588494 0.413081
H3 1.899813 0.519098 -1.426710
H4 2.545358 -0.423030 -0.045102
H5 3.078556 1.238169 -0.326814
C2 -0.414389 -1.734311 -1.013426
N2 -2.308401 0.457847 1.218047
C3 -1.457953 -1.209670 -0.102736
N3 -1.321228 -0.053385 0.420129
H6 -2.577246 -0.139706 1.998309
H7 -2.071290 1.394022 1.510826
H8 -2.229165 -1.889950 0.261121
H9 0.034541 -0.928327 -1.591150
H10 0.399391 -2.156690 -0.413167
H11 -0.842756 -2.454547 -1.708390

Cartesian forces (eV/Å) of the 2 atoms listed first:
C -0.23 0.03 -0.35
N -3.60 -0.08 -0.15

=====

Entry 4:
Here is a single C2H3ClO molecule in a non-equilibrium geometry from the OMol25 dataset. Energies are from ωB97M-V/def2-TZVPD.

Multiplicity   1
Energy   -16687.66817 eV
Largest force on an atom   4.74 eV/A

Cartesian coordinates (Å):
C1 0.177386 -1.390523 -0.506800
C2 -0.146926 1.116158 0.579287
O1 0.037982 0.030942 -0.235026
Cl1 -0.227823 2.636874 -0.262232
H1 0.192162 -1.945408 0.338143
H2 0.748559 -1.649383 -1.411279
H3 -0.781339 1.201339 1.497907

Cartesian forces (eV/Å) of the 2 atoms listed first:
C -0.26 4.63 -0.96
C -0.35 -1.65 -0.61

=====

Entry 5:
Here is a molecular structure, C42H40GaNP2 in a non-equilibrium geometry from the OMol25 dataset. Energies are from ωB97M-V/def2-TZVPD.

Multiplicity   1
Energy   -116632.07054 eV
Largest force on an atom   3.49 eV/A
Net charge   +2

Cartesian coordinates (Å):
C1 0.312773 -0.083229 -4.302995
C2 1.048202 -0.915944 -3.440244
C3 1.100668 -2.299134 -3.686494
C4 0.512310 -2.825492 -4.831438
C5 -0.143873 -1.991342 -5.736592
C6 -0.262095 -0.620201 -5.451138
P1 1.670458 -0.247615 -1.871068
C7 3.005343 -1.387683 -1.383055
C8 2.795742 -2.309635 -0.345834
C9 3.789590 -3.248464 -0.048341
C10 4.987321 -3.263433 -0.776776
C11 5.190248 -2.336574 -1.808599
C12 4.203773 -1.397470 -2.112180
Ga1 -0.061250 -0.018630 -0.268851
P2 -2.190090 -0.306367 -0.959237
C13 -2.373740 -1.879861 -1.885753
C14 -2.965550 -1.945840 -3.161122
C15 -3.066986 -3.178907 -3.813242
C16 -2.529529 -4.334043 -3.234175
C17 -1.879917 -4.250540 -1.999548
C18 -1.797829 -3.033096 -1.331272
C19 -3.388025 -0.339903 0.430150
C20 -3.352620 0.702939 1.360911
C21 -4.090644 0.618860 2.535254
C22 -4.891126 -0.500968 2.783938
C23 -4.965582 -1.527035 1.835500
C24 -4.208882 -1.453923 0.660869
C25 -2.736147 1.082187 -2.020924
C26 -1.865060 2.150496 -2.285722
C27 -2.298722 3.204654 -3.093575
C28 -3.589083 3.203088 -3.632063
C29 -4.461571 2.142637 -3.352680
C30 -4.045368 1.088569 -2.535325
C31 2.461912 1.335338 -2.299530
C32 2.883465 1.619579 -3.608503
C33 3.384171 2.886340 -3.919760
C34 3.470149 3.870209 -2.925960
C35 3.082405 3.572042 -1.612020
C36 2.591943 2.304663 -1.293720
H1 -2.714699 1.570317 1.162998
H2 -4.047216 1.432148 3.249562
H3 -5.472292 -0.569773 3.708704
H4 -5.615428 -2.387862 2.004721
H5 -4.239723 -2.264060 -0.080689
H6 -3.325051 -1.032588 -3.642710
H7 -3.562589 -3.235110 -4.787989
H8 -2.617826 -5.295677 -3.747700
H9 -1.431978 -5.136276 -1.555578
H10 -1.247844 -2.949469 -0.396471
H11 -0.860120 2.165122 -1.848416
H12 -1.614397 4.028010 -3.296752
H13 -3.910592 4.029117 -4.273193
H14 -5.469241 2.136316 -3.769961
H15 -4.731202 0.273437 -2.288626
H16 2.811317 0.858187 -4.389278
H17 3.706610 3.102579 -4.939727
H18 3.845038 4.869775 -3.174658
H19 3.168628 4.325387 -0.828344
H20 2.302666 2.055232 -0.266044
H21 1.848281 -2.300370 0.210092
H22 3.613684 -3.977232 0.746761
H23 5.756384 -4.007498 -0.541610
H24 6.113627 -2.356179 -2.385003
H25 4.341244 -0.683382 -2.926815
H26 1.580419 -2.947613 -2.959048
H27 0.547665 -3.898754 -5.024355
H28 -0.579449 -2.417088 -6.641252
H29 -0.815669 0.065036 -6.099764
H30 0.168171 0.975399 -4.067573
H31 -2.121888 -1.374098 -7.297406
H32 -1.904256 -0.689482 -7.095536
C37 0.290187 2.694486 1.787014
C38 0.243595 1.386401 2.436911
C39 0.335671 1.133247 3.816330
C40 0.203604 -0.255990 3.981982
C41 0.039121 -0.817998 2.717059
C42 -0.163188 -2.233399 2.417776
N1 0.115932 0.180488 1.773339
H33 -0.358982 3.392899 2.344616
H34 -0.047450 2.654018 0.735877
H35 1.309640 3.117731 1.842428
H36 0.483348 1.912972 4.555561
H37 0.218955 -0.835006 4.901336
H38 0.758264 -2.801448 2.601934
H39 -0.911241 -2.629315 3.117057
H40 -0.508995 -2.395756 1.392763

Cartesian forces (eV/Å) of the 2 atoms listed first:
C -0.03 -0.24 0.08
C -1.01 -0.18 0.20

=====

Entry 6:
Here is a gas-phase ion, C4H13N3 (charge +1) in a non-equilibrium geometry from the OMol25 dataset. Energies are from ωB97M-V/def2-TZVPD.

Multiplicity   2
Energy   -8820.88457 eV
Largest force on an atom   1.36 eV/A
Net charge   +1

Cartesian coordinates (Å):
C1 0.275938 -0.532435 0.546694
N1 -0.478705 -0.223778 -0.601013
C2 -1.908475 -0.575703 -0.703251
N2 -1.936367 -1.978517 -1.078259
C3 1.374901 0.586084 0.838377
C4 0.699551 1.835134 1.439904
N3 2.111178 0.821443 -0.362712
H1 -0.348158 -0.656934 1.423402
H2 0.859441 -1.435337 0.374045
H3 0.007180 -0.494152 -1.457531
H4 -2.378185 -0.432875 0.259181
H5 -2.354174 0.039491 -1.482409
H6 -2.145438 -2.565559 -0.279897
H7 -2.570903 -2.157045 -1.845995
H8 2.064189 0.120214 1.536917
H9 1.282536 2.719675 1.184081
H10 0.645386 1.742624 2.516971
H11 -0.315888 1.958798 1.075262
H12 1.720253 1.543434 -0.960699
H13 3.102568 1.007516 -0.268588

Cartesian forces (eV/Å) of the 2 atoms listed first:
C 0.09 0.34 0.30
N 0.03 -1.36 0.04

=====

- What is the multiplicity in the first record?
  1

=====

- Which of these has the highest energy?
  C4H13N3

=====

- What is the largest force on an atom in the third record?
  3.80 eV/A

=====

- Which of these has the lowest energy?
  C33H40AsBCdF6INO4P2S2